{"formula": "C10H15NS", "method": "ωB97M-V/def2-TZVPD", "symbols": ["C", "C", "C", "C", "C", "C", "C", "C", "C", "C", "N", "S", "H", "H", "H", "H", "H", "H", "H", "H", "H", "H", "H", "H", "H", "H", "H"], "coordinates": [[-3.18855, -0.61394, 0.32366], [-0.98777, 0.42532, 0.12604], [-2.54858, -1.81491, 0.04753], [-2.40955, 0.50486, 0.28773], [-0.49145, -0.83505, 0.04010], [1.81949, 0.38499, 1.38561], [1.43179, -1.00333, -1.76758], [-2.83629, 2.02477, 0.27354], [3.30725, 0.17797, 1.47570], [1.85924, 0.48329, -2.05251], [-1.27191, -1.89681, -0.02652], [1.30818, -1.32000, -0.01548], [-4.19121, -0.43860, 0.49320], [-0.41573, 1.24569, 0.12523], [-3.21189, -2.64902, 0.01285], [1.20580, 0.10785, 2.44130], [2.08843, -1.79459, -2.01186], [-3.03147, 2.29520, 1.38168], [-1.94101, 2.64576, -0.14358], [-3.79950, 1.97388, -0.30785], [3.59763, 1.10678, 1.91915], [3.75393, 0.24583, 0.39097], [3.42719, -0.82379, 2.03509], [1.22983, 1.10123, -1.46010], [1.43885, 0.51207, -3.06524], [2.87744, 0.50453, -1.85212], [0.97987, -2.54996, -0.05659]], "forces_ev_per_angstrom": [[1.73, 1.04, -0.55], [-3.09, -3.12, 0.37], [-2.19, 1.07, 1.02], [2.80, 3.10, -0.72], [0.54, -1.29, 0.86], [-1.51, -1.15, 0.85], [-0.17, 0.72, 1.44], [-0.15, -1.53, 1.22], [-0.97, -1.71, -1.41], [-2.56, -3.43, -0.65], [1.84, -1.63, -0.43], [-2.07, 4.77, -0.15], [-2.19, -0.42, 0.16], [2.06, 2.83, 0.07], [0.23, -1.14, -0.26], [1.79, 0.33, -2.44], [1.15, -0.61, -1.08], [0.13, 0.00, -1.90], [-2.19, -0.99, 0.58], [1.03, 1.10, 0.48], [0.81, 0.34, 1.08], [-0.64, -0.64, 2.08], [1.15, 1.95, -0.72], [-0.06, 0.82, 0.62], [1.09, 0.78, -0.18], [1.87, 1.22, -0.32], [-0.44, -2.43, -0.04]], "total_energy_ha": -842.62733, "spin_multiplicity": 1, "largest_force_ev_per_a": 5.20, "charge": 0, "homo_lumo_gap_ev": [6.73, 6.73], "e_homo_ev": [-6.712, -6.710]}